[1]
Molecular formula: C84H102F9N13O9
Method: DFT, ωB97M-V/def2-TZVPD

Each line ends with the Mulliken charge.
Element x y z (Å)
C1 5.01 0.83 -5.70  -0.93
N1 4.94 0.59 -4.24  0.26
C2 3.77 0.55 -3.53  -0.63
C3 3.80 0.40 -2.14  0.33
C4 5.01 0.32 -1.45  1.03
C5 6.17 0.39 -2.22  -0.43
C6 6.14 0.53 -3.60  -0.78
C7 4.98 0.16 0.03  -0.22
C8 5.89 -0.65 0.73  -0.85
C9 5.78 -0.92 2.09  -0.29
N2 4.87 -0.25 2.81  0.42
C10 4.03 0.68 2.25  -0.18
C11 4.07 0.87 0.86  -0.54
C12 4.80 -0.58 4.19  -1.76
H1 5.70 0.13 -6.17  0.37
H2 5.41 1.83 -5.88  0.41
H3 4.01 0.80 -6.14  0.31
H4 2.88 0.68 -4.13  0.52
H5 2.84 0.40 -1.63  -0.62
H6 7.16 0.45 -1.78  0.60
H7 7.06 0.60 -4.15  0.61
H8 6.66 -1.27 0.29  0.45
H9 6.45 -1.64 2.54  0.40
H10 3.31 1.18 2.88  0.57
H11 3.40 1.66 0.57  0.95
H12 5.79 -0.94 4.46  0.27
H13 4.02 -1.31 4.43  0.64
H14 4.52 0.30 4.77  0.66
C13 0.99 -4.55 5.03  -0.94
N3 1.70 -3.40 5.67  0.28
C14 1.22 -2.14 5.52  -0.42
C15 1.83 -1.01 6.15  -0.73
C16 2.99 -1.21 6.82  0.99
C17 3.58 -2.49 6.79  -0.45
C18 2.87 -3.57 6.32  -0.51
C19 3.62 -0.15 7.58  0.23
C20 2.94 0.76 8.36  -0.78
C21 3.55 1.80 8.98  -0.23
N4 4.89 2.06 8.81  0.03
C22 5.66 1.17 8.05  -0.81
C23 5.04 0.05 7.49  -0.39
C24 5.52 3.12 9.53  -0.83
H15 0.24 -4.22 4.30  0.22
H16 0.50 -5.12 5.82  0.44
H17 1.74 -5.11 4.47  0.29
H18 0.25 -2.04 5.03  0.65
H19 1.34 -0.06 6.04  0.60
H20 4.42 -2.79 7.40  0.61
H21 3.26 -4.57 6.26  0.50
H22 1.87 0.65 8.44  0.57
H23 3.03 2.51 9.61  0.44
H24 6.72 1.38 7.99  0.52
H25 5.65 -0.61 6.89  0.59
H26 4.79 3.73 10.08  0.31
H27 5.97 3.70 8.73  0.38
H28 6.27 2.75 10.23  0.36
C25 -2.93 8.46 -5.40  -0.81
N5 -2.44 7.85 -4.20  0.15
C26 -3.30 7.11 -3.42  -1.16
C27 -2.82 6.46 -2.24  0.20
C28 -1.50 6.60 -1.90  0.75
C29 -0.65 7.39 -2.68  -0.56
C30 -1.16 7.94 -3.87  -0.44
C31 -0.95 5.94 -0.64  -0.27
C32 0.14 5.04 -0.78  -0.29
C33 0.72 4.50 0.37  -1.31
N6 0.22 4.81 1.63  0.27
C34 -0.91 5.55 1.74  -0.57
C35 -1.52 6.11 0.59  -0.21
C36 0.78 4.22 2.82  -0.96
H29 -3.30 7.65 -6.03  0.37
H30 -2.25 9.09 -5.96  0.36
H31 -3.86 8.98 -5.15  0.35
H32 -4.30 6.94 -3.80  0.50
H33 -3.44 5.81 -1.65  0.24
H34 0.34 7.62 -2.33  0.62
H35 -0.49 8.59 -4.42  0.46
H36 0.55 4.74 -1.73  0.70
H37 1.55 3.80 0.32  1.16
H38 -1.29 5.70 2.74  0.44
H39 -2.42 6.71 0.67  0.74
H40 1.72 4.76 2.89  0.45
H41 0.94 3.14 2.79  0.18
H42 0.21 4.48 3.71  0.38
C37 0.41 1.67 -10.50  -0.82
N7 -0.11 0.94 -9.39  0.07
C38 0.35 -0.33 -9.09  -0.49
C39 -0.10 -0.99 -7.99  -1.08
C40 -0.89 -0.35 -7.02  0.92
C41 -1.42 0.88 -7.39  -0.54
C42 -1.02 1.54 -8.58  -0.53
C43 -1.30 -1.03 -5.80  0.49
C44 -1.63 -2.43 -5.94  -0.89
C45 -2.17 -3.06 -4.76  -0.51
N8 -2.37 -2.36 -3.59  0.09
C46 -1.91 -1.11 -3.42  -0.18
C47 -1.41 -0.41 -4.54  -0.34
C48 -3.09 -3.05 -2.42  -0.86
H43 0.78 0.94 -11.22  0.30
H44 1.26 2.20 -10.07  0.39
H45 -0.35 2.31 -10.95  0.34
H46 1.12 -0.67 -9.76  0.48
H47 0.32 -1.91 -7.62  0.55
H48 -2.20 1.26 -6.74  0.73
H49 -1.38 2.51 -8.88  0.55
H50 -1.45 -3.07 -6.79  0.65
H51 -2.48 -4.09 -4.64  0.57
H52 -2.18 -0.62 -2.50  0.21
H53 -1.16 0.64 -4.52  0.88
H54 -3.96 -3.56 -2.84  0.44
H55 -3.28 -2.27 -1.68  0.24
H56 -2.31 -3.67 -1.99  0.32
C49 -0.83 -9.11 6.35  -0.96
N9 -0.46 -8.41 5.16  0.08
C50 -1.46 -8.03 4.25  -0.68
C51 -1.18 -7.38 3.05  -0.58
C52 0.15 -7.18 2.65  0.16
C53 1.17 -7.64 3.54  -0.72
C54 0.84 -8.23 4.76  -0.62
C55 0.48 -6.45 1.45  1.83
C56 -0.20 -5.30 1.15  -1.15
C57 0.04 -4.69 -0.08  -1.19
N10 0.96 -5.14 -0.92  0.30
C58 1.78 -6.19 -0.57  -0.66
C59 1.50 -6.89 0.61  -0.64
C60 1.12 -4.53 -2.29  -0.96
H57 0.02 -9.67 6.74  0.35
H58 -1.44 -9.94 5.99  0.45
H59 -1.41 -8.64 7.14  0.34
H60 -2.41 -8.29 4.71  0.58
H61 -1.94 -7.15 2.31  0.66
H62 2.20 -7.45 3.28  0.61
H63 1.61 -8.60 5.42  0.48
H64 -0.94 -4.90 1.82  0.72
H65 -0.49 -3.78 -0.32  0.93
H66 2.53 -6.61 -1.22  0.54
H67 1.95 -7.83 0.90  0.78
H68 1.49 -3.51 -2.19  0.17
H69 0.09 -4.58 -2.62  0.53
H70 1.80 -5.21 -2.80  0.34
C61 -11.36 0.91 4.45  -0.98
N11 -10.11 1.16 3.73  -0.01
C62 -10.01 0.56 2.52  -0.26
C63 -8.88 0.82 1.74  -0.55
C64 -7.83 1.59 2.29  0.34
C65 -8.04 2.26 3.51  -0.58
C66 -9.15 1.93 4.29  -0.34
C67 -6.62 1.76 1.55  0.96
C68 -6.31 2.97 0.98  -0.68
C69 -5.07 3.21 0.36  -0.20
N12 -4.18 2.22 0.30  0.27
C70 -4.44 0.96 0.78  -0.52
C71 -5.73 0.69 1.37  -0.96
C72 -2.90 2.42 -0.30  0.38
H71 -12.14 1.58 4.12  0.35
H72 -11.13 0.85 5.52  0.41
H73 -11.68 -0.09 4.14  0.40
H74 -10.90 0.09 2.14  0.47
H75 -8.77 0.38 0.76  0.53
H76 -7.26 2.89 3.91  0.48
H77 -9.32 2.40 5.25  0.47
H78 -6.96 3.81 1.14  0.57
H79 -4.68 4.10 -0.09  0.47
H80 -3.66 0.21 0.81  0.73
H81 -5.87 -0.27 1.83  0.56
H82 -2.21 1.64 0.04  -0.95
H83 -2.49 3.38 0.02  0.18
H84 -3.07 2.25 -1.36  0.26
N13 3.56 3.88 -2.33  1.04
O1 3.84 3.70 -1.17  -0.67
O2 4.44 3.82 -3.18  -0.69
O3 2.39 3.96 -2.73  -0.65
C73 -1.08 -1.14 1.08  -0.58
O4 -0.84 -0.40 -0.15  1.10
O5 -2.13 -2.02 0.80  -0.87
C74 0.21 -1.75 1.77  0.04
F1 0.11 -2.78 2.67  -0.01
F2 1.09 -2.21 0.86  0.19
F3 0.80 -0.83 2.51  -0.12
C75 0.28 0.53 -0.34  -0.49
C76 0.10 1.15 -1.75  0.67
H85 1.01 1.74 -1.86  0.34
H86 0.23 0.42 -2.55  0.02
H87 -0.80 1.76 -1.87  -0.83
H88 1.20 -0.05 -0.47  -0.21
H89 0.32 1.29 0.44  0.25
H90 -1.50 -0.34 1.69  0.24
C77 -4.77 4.22 -5.21  0.07
O6 -3.29 4.23 -5.19  -0.44
O7 -5.15 5.54 -5.58  -0.80
C78 -5.22 3.04 -6.11  0.74
F4 -4.36 2.01 -6.02  -0.26
F5 -6.48 2.57 -5.75  -0.29
F6 -5.29 3.21 -7.43  -0.27
C79 -2.72 3.56 -4.09  0.47
C80 -1.19 3.74 -4.16  -0.22
H91 -0.73 3.24 -5.01  0.31
H92 -0.75 4.73 -4.11  0.32
H93 -0.76 3.18 -3.33  -0.57
H94 -2.97 2.49 -4.10  0.57
H95 -3.00 4.01 -3.14  -0.49
H96 -5.18 4.13 -4.20  0.06
C81 5.21 -5.03 -1.15  -0.30
O8 4.37 -4.96 0.03  -0.17
O9 5.02 -6.31 -1.70  -0.80
C82 5.00 -3.69 -1.98  0.85
F7 6.03 -2.89 -1.88  -0.28
F8 4.91 -3.85 -3.28  -0.34
F9 3.94 -3.05 -1.69  -0.15
C83 4.49 -3.93 1.01  0.04
C84 3.45 -4.18 2.11  0.21
H97 2.42 -4.16 1.76  -0.30
H98 3.60 -5.18 2.52  0.49
H99 3.52 -3.39 2.85  -0.30
H100 4.22 -2.97 0.57  -0.22
H101 5.47 -3.85 1.49  0.27
H102 6.19 -4.92 -0.69  0.29

Calculated values
* max |F|: 5.59 eV/A
* net charge: +8
* energy: -150914.65817 eV
* LUMO: -16.10 eV
* frontier orbital gap: 2.05 eV
* M: 1608.80 g/mol


[2]
Molecular formula: C4H6O2
Method: DFT, ωB97M-V/def2-TZVPD

Each line ends with the natural charge from an NBO analysis.
Element x y z (Å)
C1 -0.98 -1.38 -0.03  -0.69
C2 -0.01 -0.26 0.11  0.25
C3 -0.05 1.92 0.40  -0.05
O1 -0.34 0.77 0.95  -0.41
C4 1.32 -0.26 -0.42  0.26
O2 1.77 -1.14 -1.14  -0.55
H1 -1.25 -1.78 0.95  0.23
H2 -1.89 -1.05 -0.53  0.23
H3 -0.50 -2.15 -0.63  0.26
H4 0.16 2.75 1.07  0.18
H5 -0.18 2.01 -0.68  0.17
H6 1.96 0.57 -0.05  0.13

Calculated values
* max |F|: 1.31 eV/A
* net charge: 0
* energy: -8336.70870 eV
* LUMO (spin up / spin down): 0.15 / -0.78 eV
* frontier orbital gap (spin up / spin down): 8.62 / 7.31 eV
* M: 86.09 g/mol
* ΔE to the lowest compared entry with this formula, charge and spin: 3.7524 eV


[3]
Molecular formula: C3H3NO2
Method: DFT, ωB97M-V/def2-TZVPD

Each line ends with the natural charge from an NBO analysis.
Element x y z (Å)
C1 0.76 -1.13 -0.34  0.12
O1 -0.04 -0.61 -1.16  -0.55
C2 -0.91 0.89 -0.49  0.74
O2 -1.66 1.47 -1.14  -0.40
C3 -0.26 0.89 1.03  -0.10
N1 -0.63 1.67 1.84  -0.28
H1 0.48 0.00 0.95  0.15
H2 0.44 -1.98 0.29  0.16
H3 1.83 -0.90 -0.38  0.16

Calculated values
* max |F|: 1.44 eV/A
* net charge: 0
* energy: -8740.27991 eV
* LUMO (spin up / spin down): -0.57 / -0.57 eV
* frontier orbital gap (spin up / spin down): 8.85 / 8.84 eV
* M: 85.06 g/mol
* ΔE to the lowest compared entry with this formula, charge and spin: 4.8513 eV